Record 1
This record from the Open Molecules 2025 dataset describes a molecular structure, C31H53MnNO2Si2 at a distorted geometry. The level of theory is wB97M-V/def2-TZVPD.

Structure (XYZ):
```
90
Properties=species:S:1:pos:R:3:forces:R:3
N 0.024401 0.154964 2.554687 -1.9 -1.1 1.8
H 5.586877 1.791253 3.288421 -0.1 -0.2 0.0
H -0.971860 -1.495786 -4.648694 -0.2 0.1 0.2
H -2.958278 4.549881 -0.263720 -0.1 -0.1 0.2
H 4.512235 0.392459 3.509904 0.1 0.1 -0.1
H -3.902178 -2.370086 -4.519241 -0.1 -0.2 0.0
H -3.630011 -3.568932 -0.094185 0.1 0.1 -0.2
H 1.941385 -1.567319 1.779985 0.1 0.3 0.1
H 2.650218 2.859374 -1.263090 -0.1 0.0 -0.1
H 2.009449 3.398839 -2.839322 0.2 0.3 0.2
C 2.274690 2.648409 3.175448 0.1 0.0 0.1
H -2.697099 0.734623 4.459046 0.3 -0.3 0.1
C 0.646592 -0.812224 3.327461 -0.8 0.8 0.4
H 5.068237 3.915115 1.467951 -0.2 0.0 -0.1
C 2.657055 -2.100778 3.751300 -1.3 0.4 -0.8
H 3.042279 -2.583081 5.830751 -0.4 0.2 -0.3
C -2.624764 3.758626 0.407126 0.4 -0.1 -0.2
C -3.442331 3.310185 1.443402 0.1 -0.2 0.2
H 3.008282 -0.220033 0.927917 0.0 0.5 0.0
Si 3.528471 2.027286 1.910387 0.1 -0.7 -0.8
H 1.073319 -2.512917 -1.527165 0.1 0.0 -0.2
H 2.757616 3.439194 3.765936 -0.3 -0.1 0.0
H -0.218330 -5.180696 -2.285587 -0.1 0.0 0.0
H -1.429256 -0.749886 6.042538 0.0 0.1 0.0
C 1.750957 2.938790 -1.877072 0.4 0.3 -0.7
C -0.399766 1.710135 -3.498907 -0.2 0.1 -0.3
C -3.007064 -3.288981 -0.951185 -0.5 -0.3 0.0
H 1.964097 1.848738 3.861344 0.1 0.2 -0.1
H 3.458201 4.284014 0.825846 0.1 -0.1 0.0
H -2.554198 -3.351271 -3.934989 0.1 0.0 -0.1
H -1.095972 -4.041577 -0.258833 -0.2 0.4 -0.1
H -4.426459 3.741523 1.590637 0.1 0.0 0.0
C 0.375677 -3.105971 -2.123765 0.0 0.7 0.0
C -2.045491 -1.357100 -4.495173 0.0 0.4 1.2
H -3.413899 -2.356669 -1.377556 0.0 -0.5 0.3
H -0.000937 2.516064 -4.128442 -0.2 -0.1 -0.1
C -2.998085 2.308600 2.309085 0.5 -0.3 -0.1
C 2.329594 -2.146404 5.119896 0.0 0.1 0.5
H 1.577717 -0.865639 -3.381499 0.1 0.3 0.0
C -1.730404 1.722629 2.106297 -0.7 1.2 -0.7
C -1.350614 3.198375 0.216723 -0.8 0.2 0.2
H -3.913622 -0.471497 -0.645864 0.2 0.0 -0.2
H 0.804324 -1.757344 6.610580 0.2 -0.1 -0.4
H -2.011105 -1.847298 -2.491240 0.6 0.5 0.4
C -1.562476 -3.100863 -0.577998 0.5 0.5 -0.4
C 4.911539 1.097563 2.770011 0.2 0.2 0.2
H 0.720480 -4.817181 -0.825729 -0.1 0.0 0.0
C -1.041242 -0.512222 5.059340 -0.1 0.5 -0.6
C 2.108563 0.056227 -3.101522 0.3 0.3 -0.5
H -3.108962 0.832908 -3.336640 -0.1 -0.3 0.2
H -3.068648 -4.090813 -1.709089 -0.1 0.3 0.3
H 5.505969 0.525559 2.045099 -0.1 0.2 0.1
H 2.514760 0.524033 -4.007696 0.2 -0.4 0.0
Mn 0.772765 1.155828 0.998831 1.1 0.9 0.9
H -1.387605 -2.321169 0.175917 -0.1 -0.3 0.0
H -4.250148 -0.534585 -3.129761 0.0 0.1 0.0
H 1.506955 -4.893040 -2.368683 0.1 0.1 -0.1
C -1.169720 0.683033 2.969700 1.9 -0.7 -0.4
H 2.959520 1.025202 -0.313080 0.2 0.0 0.2
C -1.733043 0.301215 4.190466 -0.5 -0.3 0.8
H -4.250270 1.137876 -1.212921 0.1 -0.1 -0.2
C -2.848944 -2.602550 -4.672918 -0.5 -0.2 -0.1
C 0.588487 -4.574312 -1.878893 0.0 -0.4 0.1
O -2.207806 -0.988347 -3.006894 -0.6 1.3 -1.8
H -3.612083 1.974224 3.145113 -0.1 0.2 -0.3
C 0.445187 0.511328 -0.686190 -1.8 -1.9 -3.9
C 1.110056 -1.670908 5.559869 0.0 -0.3 0.2
H -2.389572 -0.470797 -5.036190 0.0 -0.3 0.1
H -2.611829 0.727338 -0.809735 0.1 -0.1 -0.2
C 2.681854 0.816247 0.724614 1.4 -0.2 0.1
C -3.512673 0.326635 -1.279786 -0.2 0.1 0.7
Si 0.978865 1.309058 -2.304574 0.1 -0.6 1.5
C 0.217196 -1.022650 4.670175 0.7 -0.1 -0.2
C -3.367803 -0.039386 -2.725643 0.5 -0.4 -0.4
H 4.546644 3.197906 -0.064639 0.0 0.0 0.2
H -2.750080 -3.052491 -5.656590 0.1 0.1 -0.2
H 0.534172 -2.866097 -3.183126 -0.1 0.0 0.3
C 4.206113 3.488082 0.937899 0.1 0.2 0.1
H 0.822266 -0.534549 -0.723125 0.1 0.4 0.1
H 1.043585 3.599450 -1.365968 0.1 -0.1 -0.1
C 1.762817 -1.512441 2.845160 1.2 -0.5 0.7
C -0.908144 2.179073 1.049927 -0.6 0.3 0.3
H -1.306201 2.091542 -3.016787 0.2 0.0 0.0
H -0.676280 0.876228 -4.153364 0.1 0.1 0.1
O -0.953285 -2.605507 -1.814407 0.3 -1.6 0.8
H 1.371350 3.073704 2.710420 0.1 0.1 0.1
H 2.937902 -0.216652 -2.438202 -0.1 0.1 -0.1
H -0.704132 3.566761 -0.587178 -0.4 -0.1 0.3
H 3.590894 -2.516072 3.391520 -0.1 -0.1 0.0
H -0.636918 0.368009 -0.933911 0.3 0.1 0.7
```
Positions in Å, forces in eV/Å.

Summary:
Orbital gap (alpha / beta)   6.709 / 7.021 eV
E_HOMO (alpha / beta)   -9.55 / -9.89 eV
<S²>   6.0701
Spin multiplicity   5
Total charge   +1

***

Record 2
This record from the Open Molecules 2025 dataset describes 2 unconnected molecules or ions with the total composition CH4O3S at a distorted geometry. The level of theory is wB97M-V/def2-TZVPD.

Structure (XYZ):
```
9
Properties=species:S:1:pos:R:3:forces:R:3
H -0.704422 0.954504 0.031868 0.5 -0.7 -0.5
O 1.844584 0.843603 0.623788 -0.2 -0.1 0.0
H -0.596572 -1.334918 0.866021 -0.2 -0.9 1.2
S 2.074355 -0.457454 -0.253643 -2.6 -1.7 -0.9
O -0.131016 -0.801620 -0.977109 3.3 -0.2 -0.8
H -1.983669 0.161620 -0.831883 1.5 -0.9 0.0
H 1.840330 1.485684 -0.078103 -0.1 1.5 0.0
C -0.990601 -0.110563 -0.284891 -2.6 3.6 0.7
O -1.352987 -0.740857 0.903955 0.3 -0.6 0.2
```
Positions in Å, forces in eV/Å.

Summary:
Orbital gap (alpha / beta)   7.331 / 7.338 eV
E_HOMO (alpha / beta)   -9.49 / -9.49 eV
Energy relative to the best compared isomer or geometry (same formula, charge and spin)   100.02 kcal per mole
Total charge   0

***

Record 3
This record from the Open Molecules 2025 dataset describes C5H8N2 in the gas phase. The level of theory is wB97M-V/def2-TZVPD.

Structure (XYZ):
```
15
Properties=species:S:1:pos:R:3:forces:R:3
H -0.290311 1.689724 -0.287264 0.0 -0.1 0.2
H 2.884366 -0.369997 0.090408 -0.2 0.0 -0.1
N 0.704028 -0.857714 1.265986 -0.1 0.2 -0.2
H 2.269534 0.893699 -0.990158 -0.2 -0.2 0.0
C -0.517917 -0.452985 1.857601 -0.2 0.2 0.2
N -1.155937 0.504001 1.304612 0.2 -0.3 0.2
C 2.068594 -0.107455 -0.592551 -0.1 0.0 0.0
C -1.631136 0.094186 -0.898128 0.1 0.0 -0.2
H 2.101199 -0.812569 -1.429125 -0.2 0.1 0.1
C 0.775792 -0.167018 0.179650 -0.1 -0.1 0.1
H -1.939929 -0.892780 -0.534417 0.2 0.1 -0.2
H -0.885591 -0.966650 2.739294 0.2 0.2 0.1
H -1.386487 0.039906 -1.958481 0.1 0.1 0.0
C -0.501494 0.653428 0.004841 0.0 0.0 0.0
H -2.494712 0.752230 -0.752262 0.2 -0.1 -0.2
```
Positions in Å, forces in eV/Å.

Summary:
Orbital gap   10.496 eV
E_HOMO   -9.88 eV
Energy relative to the best compared isomer or geometry (same formula, charge and spin)   19.45 kcal per mole
Total charge   0

***

| no. | electronic energy (eV) |
| --- | --- |
| 1 | -85659.7286 |
| 2 | -18075.5101 |
| 3 | -8294.1531 |